[1]
{"formula": "C7H8ClF", "method": "wB97M-V/def2-TZVPD", "charge": 0, "homo_ha": -0.327, "smiles": "C/C=C/C=C\\C=C(\\F)Cl", "gap_ev": 9.8, "species": ["C", "C", "C", "C", "C", "C", "C", "F", "Cl", "H", "H", "H", "H", "H", "H", "H", "H"], "coordinates": [[0.403, -0.346, 2.393], [0.243, -0.201, 0.836], [-0.666, 0.612, 0.279], [-1.080, 0.592, -1.150], [-0.590, 0.073, -2.231], [0.824, -0.569, -2.331], [1.862, 0.150, -2.688], [3.121, -0.337, -2.763], [1.842, 1.760, -2.988], [1.405, -0.041, 2.828], [0.351, -1.446, 2.620], [-0.352, 0.287, 2.869], [0.862, -0.857, 0.413], [-1.195, 1.203, 0.975], [-2.052, 1.100, -1.355], [-1.305, 0.226, -2.998], [0.690, -1.517, -1.931]], "atomic_forces_ev_per_a": [[0.7, 0.0, -0.9], [-1.8, 2.3, 3.9], [1.3, -1.6, -1.0], [-2.0, 1.7, 2.7], [2.8, -0.5, -0.9], [-3.4, 2.1, -0.2], [0.8, -2.1, 0.5], [-0.4, -0.2, 0.1], [-0.1, 2.2, -0.7], [-0.9, -0.1, -0.9], [-0.5, 1.1, 0.1], [0.0, -0.5, 0.3], [2.1, -2.3, -2.6], [-0.8, 0.8, 0.4], [0.6, -0.4, 0.7], [0.3, -0.4, -1.6], [1.2, -2.0, 0.2]], "mulliken_charge": [-1.1324, -0.1887, -0.1683, -0.1145, -0.4672, -0.6366, 0.4836, -0.2357, -0.1361, 0.2731, 0.2771, 0.3132, 0.4181, 0.2747, 0.2278, 0.3171, 0.4948]}

---

[2]
{"formula": "C2H2Cl2FNO", "method": "wB97M-V/def2-TZVPD", "charge": 0, "homo_ha": -0.398, "smiles": "O/N=C\\C(F)(Cl)Cl", "gap_ev": 11.5, "species": ["O", "N", "C", "C", "F", "Cl", "Cl", "H", "H"], "coordinates": [[-1.488, -0.251, -0.938], [-1.320, -0.356, 0.471], [-0.160, -0.115, 0.814], [1.031, 0.270, 0.011], [2.035, 0.632, 0.814], [1.676, -1.117, -0.946], [0.593, 1.642, -0.942], [-2.429, -0.499, -1.159], [0.062, -0.205, 1.876]], "atomic_forces_ev_per_a": [[-0.9, -0.5, 0.4], [-2.7, -0.5, -2.1], [2.1, -0.2, 1.6], [0.0, -0.7, -0.8], [0.4, 0.2, 0.8], [-0.4, 0.4, 0.1], [0.3, 0.9, -0.9], [1.4, 0.3, 1.0], [-0.2, 0.0, 0.0]], "mulliken_charge": [-0.3675, -0.3829, -0.1384, 0.6482, -0.2149, -0.1372, -0.1160, 0.3417, 0.3670]}

---

[3]
{"formula": "C44H35LiNO3P2Te", "method": "wB97M-V/def2-TZVPD", "charge": -1, "homo_ha": -0.160, "gap_ev": 6.6, "species": ["Li", "O", "C", "C", "O", "O", "C", "C", "C", "C", "C", "C", "C", "C", "C", "C", "C", "C", "H", "H", "H", "H", "H", "H", "H", "H", "H", "H", "H", "Te", "C", "C", "C", "N", "C", "C", "C", "P", "C", "C", "C", "C", "C", "C", "C", "C", "C", "C", "C", "C", "P", "C", "C", "C", "C", "C", "C", "C", "C", "C", "C", "C", "C", "H", "H", "H", "H", "H", "H", "H", "H", "H", "H", "H", "H", "H", "H", "H", "H", "H", "H", "H", "H", "H", "H", "H", "H"], "coordinates": [[-0.157, -0.590, -0.387], [-1.217, -2.108, -0.886], [-0.481, -2.988, -1.741], [0.985, -2.321, -1.913], [1.742, -2.853, -2.699], [1.164, -1.335, -1.185], [-1.023, -3.044, -3.132], [-2.025, -2.181, -3.574], [-2.315, -2.069, -4.923], [-1.596, -2.797, -5.855], [-0.626, -3.686, -5.421], [-0.365, -3.839, -4.073], [-0.304, -4.318, -1.041], [-1.231, -5.347, -1.187], [-1.090, -6.524, -0.472], [-0.021, -6.695, 0.391], [0.901, -5.673, 0.543], [0.756, -4.491, -0.158], [-2.056, -2.535, -0.682], [-2.576, -1.572, -2.867], [-3.084, -1.383, -5.253], [-1.786, -2.671, -6.913], [-0.049, -4.245, -6.143], [0.387, -4.538, -3.747], [-2.072, -5.229, -1.859], [-1.822, -7.312, -0.577], [0.087, -7.616, 0.947], [1.733, -5.796, 1.219], [1.466, -3.691, -0.026], [-0.609, 3.506, 2.197], [1.524, 3.644, 2.001], [2.374, 2.756, 2.643], [3.731, 2.816, 2.380], [4.280, 3.682, 1.543], [3.472, 4.546, 0.952], [2.104, 4.578, 1.153], [-0.662, 1.641, 1.135], [-0.766, 0.074, 1.966], [0.983, -0.506, 1.916], [1.309, -1.735, 2.485], [2.582, -2.254, 2.344], [3.539, -1.558, 1.622], [3.213, -0.356, 1.021], [1.940, 0.158, 1.159], [-0.883, 0.450, 3.754], [0.169, 0.379, 4.662], [-0.015, 0.770, 5.976], [-1.248, 1.227, 6.407], [-2.312, 1.274, 5.518], [-2.128, 0.886, 4.207], [-1.581, 1.480, -0.382], [-2.459, 3.063, -0.621], [-2.187, 3.950, -1.658], [-2.855, 5.158, -1.731], [-3.819, 5.484, -0.794], [-4.139, 4.580, 0.209], [-3.463, 3.380, 0.292], [-0.227, 1.737, -1.616], [0.787, 2.663, -1.393], [1.899, 2.700, -2.209], [2.013, 1.804, -3.261], [1.001, 0.891, -3.508], [-0.114, 0.862, -2.690], [1.986, 2.021, 3.332], [4.424, 2.132, 2.855], [3.956, 5.242, 0.276], [1.498, 5.315, 0.643], [0.552, -2.276, 3.046], [2.825, -3.213, 2.785], [4.533, -1.968, 1.510], [3.943, 0.180, 0.432], [1.677, 1.082, 0.664], [1.136, 0.012, 4.344], [0.819, 0.728, 6.665], [-1.384, 1.535, 7.434], [-3.280, 1.622, 5.851], [-2.955, 0.918, 3.506], [-1.442, 3.697, -2.399], [-2.606, 5.855, -2.521], [-4.326, 6.437, -0.848], [-4.906, 4.824, 0.932], [-3.700, 2.672, 1.077], [0.693, 3.355, -0.565], [2.691, 3.408, -2.007], [2.899, 1.805, -3.881], [1.092, 0.176, -4.313], [-0.907, 0.150, -2.881]], "atomic_forces_ev_per_a": [[-0.4, 0.0, 0.2], [-0.2, -0.3, -0.3], [1.0, 0.1, -0.1], [-0.8, -0.5, 0.1], [0.6, -0.4, -0.5], [0.8, 0.5, 0.3], [-0.3, 0.0, -0.4], [0.0, -0.1, 0.3], [-0.1, 0.0, -0.3], [-0.1, 0.1, 0.0], [0.0, -0.1, -0.1], [-0.1, 0.0, 0.0], [-0.2, -0.2, 0.0], [0.0, 0.2, 0.0], [-0.1, -0.2, 0.1], [-0.1, -0.1, 0.0], [0.0, 0.0, 0.1], [0.0, 0.0, -0.1], [0.0, 0.2, 0.2], [0.1, 0.0, 0.1], [0.0, 0.0, 0.0], [0.0, 0.0, 0.0], [0.0, -0.1, 0.0], [0.1, 0.0, 0.0], [0.0, 0.0, -0.1], [-0.1, -0.1, -0.1], [0.0, -0.1, 0.0], [0.1, 0.0, 0.1], [0.2, 0.1, 0.1], [0.9, -0.9, -0.6], [-0.3, 0.3, 0.2], [-0.1, 0.1, 0.2], [0.0, -0.1, 0.2], [0.5, 0.0, -0.1], [0.0, 0.2, -0.2], [-0.1, 0.1, 0.0], [-1.7, 0.3, 0.7], [0.5, 0.5, 0.4], [-0.1, -0.1, -0.1], [0.0, -0.1, 0.0], [-0.1, -0.2, 0.1], [0.2, 0.0, -0.1], [0.3, -0.2, 0.1], [-0.1, 0.0, 0.1], [-0.1, -0.1, 0.1], [-0.1, 0.0, -0.2], [0.1, 0.1, 0.2], [0.0, 0.0, 0.1], [-0.1, 0.1, 0.1], [0.1, -0.1, -0.1], [0.6, 0.8, -0.2], [-0.3, -0.1, -0.1], [0.0, -0.2, 0.1], [0.0, 0.2, -0.1], [-0.1, 0.1, 0.0], [-0.1, 0.1, 0.0], [0.0, -0.1, -0.1], [-0.3, -0.3, -0.1], [0.0, 0.1, 0.0], [0.1, 0.1, 0.1], [0.0, -0.2, -0.2], [0.3, 0.0, -0.3], [-0.2, 0.3, 0.0], [0.0, -0.1, 0.0], [-0.1, -0.1, 0.1], [-0.1, 0.1, -0.1], [0.0, 0.0, -0.1], [0.0, -0.1, 0.0], [0.0, 0.0, 0.0], [0.1, 0.0, 0.0], [0.1, 0.0, -0.1], [-0.1, 0.0, 0.0], [0.0, 0.0, 0.0], [0.0, 0.0, 0.1], [0.0, 0.0, 0.1], [-0.1, 0.0, 0.0], [0.0, 0.1, 0.0], [0.0, 0.1, 0.0], [0.0, 0.0, 0.0], [0.0, 0.1, 0.0], [0.0, 0.0, 0.0], [0.0, 0.0, 0.1], [0.0, -0.1, 0.0], [0.1, 0.1, 0.0], [0.1, 0.0, 0.0], [0.0, 0.0, -0.1], [0.0, -0.1, 0.0]], "mulliken_charge": [0.8166, -0.2209, 2.8046, -0.3111, -0.7548, -0.2768, -0.3225, -0.3855, -0.8809, -0.5007, -0.9564, -0.3453, -0.5263, -0.1796, -0.8371, -0.4168, -0.9514, -0.1467, 0.2735, 0.3176, 0.4091, 0.4037, 0.3820, 0.4305, 0.4092, 0.3793, 0.4006, 0.4274, 0.6231, 0.3062, 0.0457, 0.0690, -0.4329, -0.7168, -0.4340, -0.2098, -0.6911, 0.0552, 0.8239, -0.9838, -0.8018, -0.6567, -0.7581, -0.4552, 0.5466, -0.0887, -0.8060, -0.4632, -0.5342, -0.5057, 0.4903, 0.6204, -0.4104, -0.7105, -0.5220, -0.5585, -0.5040, 0.2282, -0.0736, -0.4842, -0.9035, -0.1460, -0.7953, 0.3526, 0.4230, 0.4312, 0.3645, 0.5299, 0.4217, 0.3703, 0.5134, 0.6219, 0.2078, 0.3901, 0.3630, 0.3955, 0.3240, 0.3518, 0.3934, 0.3583, 0.3918, 0.3581, 0.2187, 0.4154, 0.3468, 0.4433, 0.4100]}

---

[4]
{"formula": "C3H8N2", "method": "wB97M-V/def2-TZVPD", "charge": 0, "homo_ha": -0.360, "smiles": "C=NC.C=N", "gap_ev": 10.7, "species": ["C", "N", "C", "H", "H", "H", "H", "H", "C", "N", "H", "H", "H"], "coordinates": [[-0.699, 0.691, 1.716], [-0.085, -0.429, 1.277], [1.299, -0.464, 1.771], [-1.796, 1.180, 1.466], [-0.243, 1.360, 2.600], [1.978, -0.902, 1.057], [1.389, -0.884, 2.758], [1.759, 0.545, 1.735], [-1.141, -0.227, -2.898], [0.011, 0.432, -3.003], [-1.905, 0.022, -3.698], [-1.300, -0.992, -2.153], [0.733, -0.333, -2.628]], "atomic_forces_ev_per_a": [[0.2, -1.0, 0.6], [-2.4, 4.9, 1.3], [0.6, 1.4, -0.7], [2.7, -2.2, 0.1], [-0.4, -1.4, -2.1], [-0.2, -1.2, -0.2], [0.1, -0.4, 0.3], [-0.6, -0.1, 0.7], [2.4, 2.5, -1.8], [-1.1, -4.7, 0.1], [0.3, 0.1, 1.7], [-0.1, -0.6, -0.2], [-1.5, 2.7, 0.3]], "mulliken_charge": [-0.1600, -0.3490, -0.8560, 0.2124, 0.2099, 0.3066, 0.3143, 0.3256, -0.2590, -0.4828, 0.2358, 0.2609, 0.2413]}

---

[5]
{"formula": "C5H7N", "method": "wB97M-V/def2-TZVPD", "charge": 0, "homo_ha": -0.311, "smiles": "C#C[C@@H]1CN1C", "gap_ev": 9.4, "species": ["C", "C", "C", "C", "N", "C", "H", "H", "H", "H", "H", "H", "H"], "coordinates": [[1.938, -0.918, -0.239], [1.909, 0.067, -0.980], [0.557, 0.684, -0.874], [0.159, 1.218, 0.464], [-0.177, -0.128, 0.098], [-1.425, -0.798, -0.109], [1.804, -1.763, 0.406], [0.029, 1.096, -1.737], [-0.612, 1.986, 0.491], [0.945, 1.312, 1.213], [-1.320, -1.424, -1.006], [-2.295, -0.141, -0.212], [-1.581, -1.490, 0.729]], "atomic_forces_ev_per_a": [[1.0, 0.0, -0.4], [-0.3, -0.6, 0.4], [-0.1, 0.0, -0.1], [-0.2, 0.2, 0.2], [-0.2, 0.1, 0.2], [-0.3, 0.1, 0.0], [0.7, 0.0, -0.2], [0.2, -0.2, 0.2], [0.0, 0.0, -0.1], [-0.3, 0.0, -0.1], [-0.1, 0.2, 0.1], [-0.1, 0.0, -0.1], [-0.2, 0.3, -0.1]], "mulliken_charge": [0.0244, -0.8006, 0.0463, -0.4354, -0.1515, -0.9379, 0.3763, 0.4247, 0.3045, 0.2341, 0.3288, 0.3057, 0.2805]}